Entry from the OMol25 dataset: a structure of composition C5H10O5 at a distorted geometry (ωB97M-V with the def2-TZVPD basis set).

```
20
Properties=species:S:1:pos:R:3
C 0.95 -0.20 1.04
C 1.32 0.96 1.94
C 0.21 -0.88 -1.04
O 0.75 0.04 -1.89
O 0.70 -1.33 1.82
O 0.54 -2.05 -0.99
H 1.56 -0.36 -2.22
H 0.61 -2.09 1.22
H 1.81 -0.36 0.38
H 1.40 1.89 1.37
H 0.59 1.11 2.74
H 2.30 0.76 2.39
C -1.92 0.14 -1.93
C -0.90 0.51 0.66
O -1.22 -0.53 -0.85
O -1.08 1.67 0.46
H -1.32 -0.15 1.43
H -1.71 -0.38 -2.86
H -2.98 0.08 -1.70
H -1.59 1.18 -1.98
```

Computed properties:
Charge: 0
E_LUMO (eV): 0.44
Highest occupied orbital energy (hartree): -0.3062
Molecular weight (g mol⁻¹): 150.130
Energy above the lowest of the compared OMol25 structures with the same formula, charge and spin (eV): 4.189
Gap between HOMO and LUMO (eV): 8.77

Atomic partial charges in e from the Mulliken method, atoms 1 to 6: atom 1 (C): 0.081, atom 2 (C): -1.389, atom 3 (C): 0.549, atom 4 (O): -0.411, atom 5 (O): -0.548, atom 6 (O): -0.594